{"formula": "C22H72O16", "method": "ωB97M-V/def2-TZVPD", "total_energy_ev": -56714.6460, "species": ["O", "H", "H", "O", "H", "H", "O", "H", "H", "O", "H", "H", "O", "H", "H", "O", "H", "H", "C", "C", "O", "O", "H", "H", "H", "H", "H", "H", "C", "C", "O", "O", "H", "H", "H", "H", "H", "H", "C", "C", "C", "O", "H", "H", "H", "H", "H", "H", "H", "H", "C", "C", "C", "O", "H", "H", "H", "H", "H", "H", "H", "H", "C", "C", "C", "O", "H", "H", "H", "H", "H", "H", "H", "H", "C", "C", "C", "O", "H", "H", "H", "H", "H", "H", "H", "H", "C", "C", "C", "O", "H", "H", "H", "H", "H", "H", "H", "H", "C", "C", "C", "O", "H", "H", "H", "H", "H", "H", "H", "H"], "xyz": [[-25.17696, 3.38560, 7.13299], [-25.32280, 3.14253, 8.04725], [-24.56646, 2.72597, 6.80374], [-25.65727, 4.92104, 10.87788], [-25.69511, 4.27443, 11.58265], [-25.25635, 5.69147, 11.28029], [-23.33725, 4.60116, 14.73551], [-23.31533, 4.99787, 13.86466], [-22.71434, 5.11530, 15.24918], [-25.30052, 3.47738, 12.48316], [-24.76572, 3.16736, 13.21399], [-26.12007, 3.76047, 12.88867], [-25.42212, 3.47530, 9.30725], [-25.76492, 2.61825, 9.56059], [-25.20826, 3.90291, 10.13649], [-22.92123, 5.90709, 13.09310], [-22.49138, 6.73962, 12.89726], [-23.77181, 5.96806, 12.65830], [-20.32545, 4.31200, 13.43913], [-20.98268, 2.98233, 13.84514], [-20.15244, 2.39503, 14.93121], [-19.06514, 4.15731, 12.80533], [-20.26049, 4.92578, 14.33755], [-20.97065, 4.83015, 12.72967], [-20.84217, 2.16841, 13.13390], [-22.03948, 2.98557, 14.11210], [-19.36278, 2.08099, 14.48469], [-19.21982, 3.95957, 11.87875], [-25.30948, -0.00908, 11.06235], [-26.06358, 0.70825, 9.95178], [-26.56122, 1.94927, 10.30985], [-26.14104, -0.54648, 12.06576], [-24.59501, 0.66623, 11.53307], [-24.72564, -0.80774, 10.60476], [-26.92686, 0.16718, 9.56435], [-25.38977, 0.72127, 9.09511], [-27.10037, 1.87522, 11.10069], [-26.75309, 0.13720, 12.34787], [-22.96125, 3.74229, 11.81214], [-22.12171, 3.11124, 10.68088], [-23.00069, 2.33579, 9.66070], [-21.46904, 4.14943, 9.95706], [-23.13011, 2.96848, 12.56102], [-23.93674, 4.07920, 11.46140], [-22.48327, 4.56773, 12.33967], [-21.38022, 2.50060, 11.19606], [-22.31856, 1.74542, 9.04893], [-23.61782, 2.96105, 9.01550], [-23.72992, 1.67015, 10.12250], [-22.15098, 4.75198, 9.65129], [-19.86896, 2.75155, 6.19031], [-20.42368, 3.24887, 7.55706], [-20.94396, 4.71672, 7.49723], [-21.45933, 2.40070, 7.93403], [-19.27361, 3.56830, 5.78216], [-20.66659, 2.70106, 5.44913], [-19.43273, 1.75322, 6.22379], [-19.63462, 3.16934, 8.30482], [-20.05844, 5.29942, 7.24347], [-21.29777, 5.10743, 8.45131], [-21.56992, 4.89322, 6.62251], [-21.64632, 2.46047, 8.87374], [-25.42569, 6.13028, 8.48269], [-24.03866, 5.54633, 8.29294], [-23.16003, 6.47806, 7.49450], [-23.63478, 5.35125, 9.62774], [-25.28681, 7.07460, 9.00905], [-26.03917, 5.38892, 8.99468], [-25.89794, 6.23051, 7.50543], [-24.04373, 4.51745, 7.93312], [-23.31839, 7.49374, 7.85701], [-23.24801, 6.58617, 6.41345], [-22.08524, 6.30147, 7.53621], [-24.42558, 5.09914, 10.11009], [-21.39501, -0.37897, 8.31916], [-19.89246, -0.13643, 8.20918], [-19.52057, 0.56284, 9.56491], [-19.38672, -1.45014, 8.13702], [-21.89320, 0.59049, 8.32677], [-21.68424, -0.84380, 9.26169], [-21.71219, -0.82972, 7.37877], [-19.48339, 0.42299, 7.36787], [-18.46862, 0.84096, 9.62925], [-19.74159, -0.03953, 10.44604], [-20.01685, 1.52634, 9.68116], [-19.99772, -1.98467, 8.64941], [-18.75724, 4.74739, 9.58163], [-19.04963, 3.32188, 10.18380], [-17.82197, 2.87175, 10.99738], [-20.10315, 3.45087, 11.14364], [-18.08051, 4.72519, 8.72744], [-18.32543, 5.37892, 10.35804], [-19.68393, 5.22340, 9.26105], [-19.41714, 2.64702, 9.41076], [-16.82794, 2.55118, 10.68556], [-18.18875, 2.00666, 11.54982], [-17.46938, 3.63843, 11.68729], [-20.88991, 3.78369, 10.70564], [-21.08066, 6.09822, 11.28984], [-20.96737, 7.44539, 12.02903], [-20.10747, 8.36733, 11.14503], [-22.24896, 7.98538, 12.18076], [-20.09635, 5.63000, 11.29084], [-21.40336, 6.19322, 10.25304], [-21.72796, 5.41638, 11.84137], [-20.50442, 7.26869, 12.99988], [-20.51970, 8.52068, 10.14772], [-19.19767, 7.85056, 10.83956], [-19.99234, 9.29133, 11.71167], [-22.56388, 7.96544, 11.27410]]}

=====

{"formula": "C22H74N10O15", "method": "ωB97M-V/def2-TZVPD", "total_energy_ev": -69621.9876, "relative_energy_ev": 0.803, "species": ["C", "C", "O", "H", "H", "H", "H", "H", "H", "C", "C", "O", "H", "H", "H", "H", "H", "H", "C", "C", "O", "H", "H", "H", "H", "H", "H", "C", "C", "O", "H", "H", "H", "H", "H", "H", "C", "C", "O", "H", "H", "H", "H", "H", "H", "C", "C", "O", "H", "H", "H", "H", "H", "H", "C", "C", "O", "H", "H", "H", "H", "H", "H", "C", "O", "N", "N", "H", "H", "H", "H", "C", "O", "N", "N", "H", "H", "H", "H", "C", "O", "N", "N", "H", "H", "H", "H", "C", "O", "N", "N", "H", "H", "H", "H", "C", "O", "N", "N", "H", "H", "H", "H", "C", "O", "H", "H", "H", "H", "C", "O", "H", "H", "H", "H", "C", "O", "H", "H", "H", "H"], "xyz": [[-15.93101, 24.47656, -1.56394], [-14.56945, 23.90655, -1.30855], [-13.69875, 24.43600, -2.33026], [-16.32193, 24.21770, -2.50999], [-15.87457, 25.51216, -1.67039], [-16.80592, 24.39709, -0.92259], [-14.58578, 22.88749, -1.31277], [-14.35276, 24.17961, -0.29165], [-14.07589, 24.23511, -3.23015], [-9.43087, 23.35521, -3.85274], [-10.95680, 23.54988, -3.79769], [-11.67971, 22.72451, -4.70695], [-9.14965, 23.56449, -4.83027], [-9.22032, 22.27158, -3.66483], [-8.99511, 24.12618, -3.23158], [-11.10646, 24.49595, -4.24461], [-11.42189, 23.52059, -2.79778], [-11.38230, 21.82226, -4.69717], [-14.49506, 29.40329, -3.35597], [-14.22542, 27.98117, -3.13897], [-13.48657, 27.26296, -4.18949], [-13.51944, 29.98255, -3.32323], [-15.27037, 29.64850, -2.69260], [-14.85397, 29.54607, -4.34322], [-15.22114, 27.52686, -3.15658], [-13.78327, 27.96623, -2.15328], [-13.01358, 27.90421, -4.68905], [-16.82814, 27.73887, -0.68127], [-16.86551, 28.04546, 0.83107], [-16.18654, 27.05403, 1.55682], [-17.38501, 26.83192, -0.94948], [-15.79093, 27.61342, -0.98253], [-17.33561, 28.41609, -1.27916], [-17.93831, 28.11082, 1.16665], [-16.43972, 29.02630, 1.19418], [-16.59913, 26.14323, 1.39472], [-21.40302, 25.44851, -1.10652], [-20.56924, 24.71580, -2.18731], [-19.26132, 24.62993, -1.76259], [-22.43341, 25.50078, -1.46693], [-21.03012, 26.44735, -0.92653], [-21.37248, 25.01013, -0.12063], [-20.59157, 25.26850, -3.06333], [-20.75779, 23.70155, -2.40934], [-18.72303, 25.02592, -2.42006], [-18.53514, 27.05010, -5.58466], [-18.26275, 27.29758, -4.06414], [-17.77425, 26.14750, -3.47546], [-18.77262, 27.98475, -6.06855], [-19.26412, 26.31453, -5.76462], [-17.60731, 26.60302, -5.99195], [-19.28457, 27.48626, -3.74671], [-17.64265, 28.16775, -3.77005], [-16.99409, 25.81694, -3.87446], [-14.00338, 21.11955, 1.40642], [-12.92658, 20.50194, 2.27393], [-13.19719, 19.11716, 2.32799], [-13.88779, 22.19091, 1.51373], [-14.99881, 20.97641, 1.82041], [-13.96514, 20.97366, 0.35192], [-12.69267, 20.83626, 3.19793], [-11.98027, 20.65266, 1.72727], [-13.20868, 18.81532, 1.44813], [-18.58295, 21.92696, 0.08034], [-17.50274, 21.93272, -0.76082], [-19.27955, 22.98107, 0.31070], [-18.76698, 20.95179, 0.83762], [-19.32543, 23.47275, -0.63608], [-20.06246, 23.09494, 0.92865], [-18.05091, 20.20184, 0.86046], [-19.77177, 20.80723, 1.10409], [-13.08185, 28.53834, 1.12432], [-13.82029, 29.43430, 1.90714], [-11.87345, 28.64968, 0.78379], [-13.56297, 27.39621, 0.94756], [-11.32840, 29.48613, 1.21589], [-11.25318, 27.83445, 0.42871], [-14.59354, 27.30150, 1.14075], [-13.30295, 26.83149, 0.15883], [-15.01708, 24.12109, -5.50221], [-16.13359, 24.84160, -5.28880], [-15.14252, 22.93140, -6.06742], [-13.84082, 24.49175, -5.10686], [-16.11526, 22.67174, -6.25624], [-14.38705, 22.32975, -6.39292], [-13.80421, 25.36876, -4.60233], [-13.02850, 23.89449, -5.22689], [-12.31353, 25.15719, 3.06173], [-12.59610, 24.37236, 1.95168], [-11.71003, 24.70172, 4.13708], [-12.55915, 26.44695, 3.22434], [-11.39135, 23.70693, 3.99287], [-11.99440, 24.90622, 5.11622], [-13.13585, 26.90519, 2.41284], [-12.65291, 26.90044, 4.23765], [-11.07820, 26.29370, -1.00545], [-11.12602, 26.64706, -2.30748], [-12.00452, 25.54357, -0.50583], [-10.32522, 26.85083, -0.09287], [-12.65906, 25.12031, -1.25450], [-12.14000, 25.16209, 0.39767], [-9.51970, 27.34505, -0.64811], [-9.93980, 26.37583, 0.73911], [-16.01515, 23.82535, 1.92084], [-17.29996, 24.36831, 1.66106], [-15.73010, 23.22408, 1.06589], [-16.00473, 23.21830, 2.76324], [-15.20480, 24.57133, 1.94195], [-17.79960, 23.69936, 1.27693], [-14.58688, 20.82728, -3.18793], [-14.66357, 19.50214, -3.77989], [-13.69691, 20.90636, -2.50587], [-15.45684, 21.04650, -2.64797], [-14.60526, 21.56673, -4.01581], [-15.40669, 19.52398, -4.40060], [-17.82460, 22.34596, -4.03092], [-18.34924, 23.29270, -4.99838], [-18.48710, 21.44784, -4.11686], [-18.02311, 22.83129, -3.04310], [-16.76048, 22.01178, -4.02876], [-17.63709, 23.95645, -5.03471]]}

=====

E_HOMO (eV)
-8.690; -8.290